# 1
292
Properties=species:S:1:pos:R:3 method="wB97M-V/def2-TZVPD" molar_mass_g_mol=1612.2 e_tot_ha=-5541.7075 e_lumo_ha=-0.006
C 6.58 2.45 -0.47
O 6.93 3.34 -1.52
H 7.36 1.69 -0.44
H 6.63 2.93 0.51
H 5.61 1.97 -0.59
H 6.37 4.12 -1.45
C 1.75 -4.40 4.71
O 2.88 -5.04 4.13
H 1.71 -3.35 4.44
H 0.83 -4.89 4.39
H 1.76 -4.55 5.79
H 2.89 -4.69 3.24
C 7.85 -3.14 -0.82
O 9.22 -3.57 -0.64
H 7.35 -3.51 -1.72
H 7.26 -3.61 -0.03
H 7.64 -2.09 -0.67
H 9.25 -4.30 -0.02
C 2.01 -4.06 0.71
O 2.92 -4.89 1.39
H 0.99 -4.39 0.95
H 2.21 -3.00 0.62
H 2.13 -4.42 -0.32
H 3.30 -5.60 0.87
C 4.34 -2.38 2.56
O 5.57 -1.67 2.48
H 3.68 -1.95 3.31
H 3.93 -2.00 1.62
H 4.52 -3.43 2.81
H 5.95 -1.60 3.36
C 0.74 0.98 7.52
O -0.06 1.92 8.13
H 1.28 0.34 8.22
H 0.00 0.36 7.01
H 1.37 1.43 6.76
H -0.59 2.42 7.50
C -2.05 -5.05 2.85
O -2.64 -3.79 3.06
H -2.67 -5.94 2.89
H -1.62 -4.85 1.86
H -1.26 -5.07 3.59
H -2.81 -3.69 4.00
C 1.14 2.68 -3.51
C 0.16 3.45 -4.40
C -0.81 4.30 -3.56
O -1.46 3.44 -2.52
C -2.84 3.14 -2.66
N 0.89 4.26 -5.33
H 0.62 1.96 -2.89
H 1.73 3.32 -2.86
H 1.75 2.03 -4.14
H -0.54 2.76 -4.87
H -1.45 4.90 -4.22
H -0.35 5.14 -3.04
H -3.41 4.07 -2.55
H -3.26 2.60 -1.82
H -3.11 2.54 -3.52
H 0.20 4.74 -5.90
H 1.34 3.77 -6.09
C -7.30 -0.19 -1.54
C -8.28 0.78 -2.26
C -7.50 2.11 -2.54
O -8.53 3.15 -2.77
C -8.07 4.34 -3.48
N -8.76 0.17 -3.49
H -7.70 -1.14 -1.20
H -6.88 0.24 -0.63
H -6.36 -0.50 -1.99
H -9.09 1.04 -1.57
H -6.92 1.82 -3.42
H -6.74 2.28 -1.78
H -8.12 4.20 -4.56
H -7.05 4.66 -3.24
H -8.83 5.09 -3.29
H -9.43 0.79 -3.92
H -8.06 0.00 -4.19
C 0.80 4.06 5.01
C -0.46 4.58 5.78
C -1.32 5.63 5.07
O -2.51 6.04 5.88
C -2.37 6.58 7.21
N -1.31 3.39 6.17
H 1.38 3.48 5.73
H 1.35 4.95 4.70
H 0.58 3.50 4.10
H -0.11 5.00 6.72
H -1.58 5.40 4.03
H -0.61 6.45 5.03
H -2.20 7.66 7.26
H -1.61 6.09 7.81
H -3.28 6.40 7.79
H -2.16 3.90 6.32
H -1.46 2.98 5.26
C 3.05 -1.49 -4.80
C 3.23 -2.12 -6.16
C 1.95 -2.61 -6.83
O 2.24 -3.31 -8.06
C 1.28 -3.12 -9.13
N 4.03 -1.16 -6.95
H 2.67 -0.47 -4.78
H 3.97 -1.48 -4.22
H 2.26 -1.81 -4.12
H 4.00 -2.87 -5.95
H 1.32 -1.75 -7.04
H 1.40 -3.23 -6.12
H 1.37 -3.89 -9.89
H 1.05 -2.16 -9.60
H 0.32 -3.37 -8.67
H 4.31 -1.66 -7.78
H 4.91 -0.94 -6.50
C 0.92 -4.72 -2.62
C -0.54 -4.39 -2.32
C -1.14 -3.35 -3.30
O -0.55 -2.07 -3.05
C -1.07 -1.00 -3.85
N -1.32 -5.58 -2.24
H 0.94 -5.09 -3.65
H 1.26 -5.52 -1.96
H 1.54 -3.83 -2.49
H -0.60 -3.93 -1.33
H -2.23 -3.28 -3.28
H -1.02 -3.55 -4.36
H -0.84 -1.02 -4.92
H -0.83 -0.02 -3.45
H -2.16 -0.98 -3.72
H -1.27 -5.92 -3.19
H -0.77 -6.28 -1.76
C 3.34 -7.67 -1.15
C 4.76 -7.02 -1.32
C 5.23 -6.67 -2.76
O 4.23 -5.84 -3.39
C 4.64 -5.54 -4.66
N 4.88 -5.81 -0.45
H 2.87 -7.49 -2.11
H 2.64 -7.33 -0.39
H 3.36 -8.74 -0.94
H 5.52 -7.66 -0.87
H 5.42 -7.59 -3.31
H 6.14 -6.10 -2.57
H 5.03 -6.38 -5.23
H 5.41 -4.77 -4.63
H 3.89 -5.02 -5.26
H 5.82 -5.46 -0.40
H 4.21 -5.11 -0.74
C -8.27 -3.25 2.10
C -7.47 -2.49 3.18
C -6.37 -3.31 3.84
O -6.77 -4.50 4.41
C -7.67 -4.41 5.52
N -6.80 -1.39 2.50
H -7.69 -3.92 1.48
H -8.87 -2.47 1.62
H -8.94 -3.91 2.66
H -8.10 -2.06 3.96
H -5.87 -2.65 4.56
H -5.53 -3.60 3.22
H -8.62 -4.01 5.14
H -7.18 -3.72 6.21
H -7.88 -5.32 6.07
H -6.20 -1.78 1.79
H -6.12 -0.89 3.04
C 3.71 5.16 -0.60
C 4.80 6.23 -0.76
C 5.61 6.33 0.57
O 4.74 6.14 1.71
C 4.81 7.29 2.54
N 5.66 5.89 -1.87
H 2.94 5.49 0.10
H 4.05 4.22 -0.17
H 3.16 5.01 -1.53
H 4.35 7.22 -0.77
H 6.19 7.26 0.51
H 6.34 5.52 0.57
H 4.52 8.15 1.94
H 5.78 7.57 2.94
H 4.10 7.23 3.37
H 5.03 5.67 -2.64
H 6.25 6.67 -2.10
C -2.23 -6.26 6.86
C -3.60 -5.57 7.02
C -3.60 -4.00 6.98
O -3.04 -3.49 5.75
C -2.88 -2.05 5.62
N -4.41 -6.16 5.92
H -2.01 -6.43 5.81
H -2.41 -7.24 7.30
H -1.45 -5.68 7.35
H -3.84 -5.97 8.00
H -2.95 -3.72 7.81
H -4.51 -3.44 7.23
H -1.99 -1.76 6.18
H -3.78 -1.59 6.01
H -2.69 -1.73 4.59
H -5.31 -5.69 5.91
H -4.01 -5.77 5.08
C 2.45 -0.07 -0.05
C 1.60 1.19 0.04
C 0.14 0.81 -0.31
O -0.43 0.08 0.72
C -1.21 -1.09 0.33
N 1.55 1.59 1.43
H 3.46 0.05 0.35
H 2.63 -0.44 -1.06
H 2.11 -0.86 0.63
H 2.02 1.97 -0.59
H -0.02 0.22 -1.21
H -0.52 1.66 -0.50
H -2.17 -0.85 -0.13
H -1.43 -1.62 1.25
H -0.60 -1.75 -0.30
H 0.92 2.38 1.41
H 1.03 0.92 1.98
C 0.01 5.34 0.18
C 0.01 5.71 1.67
O -0.82 6.71 2.06
O -1.10 4.57 -0.18
H 0.86 4.70 -0.03
H 0.03 6.20 -0.49
H 0.99 5.94 2.09
H -0.40 4.96 2.35
H -1.64 6.60 1.57
H -1.04 4.32 -1.10
C -4.14 4.40 1.33
C -4.42 5.68 2.18
O -3.67 6.85 1.78
O -2.84 3.87 1.74
H -4.08 4.63 0.27
H -4.87 3.60 1.45
H -4.37 5.45 3.24
H -5.43 5.84 1.81
H -3.92 7.47 2.47
H -2.21 4.30 1.15
C 6.05 2.81 3.69
C 5.16 1.92 2.89
O 4.11 2.68 2.35
O 6.74 3.78 2.91
H 6.80 2.26 4.26
H 5.43 3.29 4.45
H 4.71 1.23 3.61
H 5.59 1.29 2.11
H 3.34 2.14 2.16
H 5.96 4.29 2.68
C -3.37 0.65 2.42
C -2.17 1.17 3.17
O -2.61 2.38 3.84
O -4.33 0.59 3.33
H -3.21 -0.33 1.97
H -3.38 1.44 1.67
H -1.29 1.37 2.55
H -1.87 0.51 4.00
H -2.66 3.13 3.25
H -4.02 1.26 3.95
C 4.45 2.91 -5.70
C 4.53 4.45 -5.64
O 3.87 4.89 -4.47
O 3.14 2.54 -6.21
H 4.54 2.44 -4.72
H 5.14 2.46 -6.41
H 4.03 4.97 -6.46
H 5.56 4.82 -5.63
H 2.95 4.66 -4.59
H 3.25 1.63 -6.47
C 8.25 1.22 -4.10
C 8.02 2.52 -4.94
O 7.97 3.69 -4.14
O 7.18 0.95 -3.11
H 9.12 1.48 -3.50
H 8.37 0.29 -4.66
H 7.07 2.51 -5.48
H 8.71 2.44 -5.78
H 7.54 3.46 -3.31
H 7.03 1.77 -2.64
C -3.89 -3.84 -0.96
C -5.08 -3.15 -0.52
O -4.84 -2.74 0.84
O -3.73 -5.14 -0.37
H -2.96 -3.27 -0.91
H -4.15 -4.19 -1.96
H -5.97 -3.78 -0.64
H -5.36 -2.24 -1.05
H -4.15 -3.36 1.09
H -2.85 -5.43 -0.62
C -6.25 -2.37 -4.65
C -4.97 -1.55 -4.39
O -5.08 -0.14 -4.44
O -5.99 -3.80 -4.50
H -6.60 -2.11 -5.65
H -6.95 -2.14 -3.84
H -4.30 -1.71 -5.23
H -4.42 -1.87 -3.51
H -5.35 0.12 -5.32
H -6.50 -4.29 -5.16

# 2
16
Properties=species:S:1:pos:R:3 method="wB97M-V/def2-TZVPD" molar_mass_g_mol=112.1 e_tot_ha=-383.6900 e_lumo_ha=0.027 e_above_lowest_kcal_mol=138.15
C 0.24 -0.20 0.46
C 1.42 -0.13 1.33
C -1.15 -0.46 0.97
C 0.38 1.30 -0.75
C -0.12 -0.80 -2.24
O 1.16 -1.25 0.47
O -0.57 2.23 -0.42
C 0.00 0.21 -1.41
H -0.11 2.94 0.05
H 1.30 -0.33 2.40
H 2.25 0.50 1.04
H -1.67 -1.17 0.33
H -1.72 0.47 0.99
H -1.10 -0.87 1.98
H 0.08 -0.66 -3.30
H -0.40 -1.79 -1.90

# 3
10
Properties=species:S:1:pos:R:3 method="wB97M-V/def2-TZVPD" molar_mass_g_mol=95.1 e_tot_ha=-644.3849 e_lumo_ha=0.016 e_above_lowest_kcal_mol=100.00
C 0.71 -0.36 -0.27
N 1.24 0.54 0.52
O -1.85 -0.96 0.79
O -1.24 1.38 0.07
S -1.08 0.02 -0.42
H 1.32 -1.32 -0.40
H 0.73 0.10 -1.96
H 2.22 0.64 0.53
H -2.67 -1.31 0.29
H 0.61 1.27 0.85

# 4
19
Properties=species:S:1:pos:R:3 method="wB97M-V/def2-TZVPD" smiles=CCOCCOC molar_mass_g_mol=104.1 e_tot_ha=-348.1142 e_lumo_ha=0.041 e_above_lowest_kcal_mol=56.86
C -2.25 1.27 -0.91
C -0.92 2.17 -0.45
O 0.29 1.48 -0.38
C 0.13 0.45 0.55
C 1.25 -0.55 0.35
O 0.77 -1.81 0.74
C 1.71 -2.81 0.49
H -2.86 0.60 -0.26
H -2.19 0.68 -1.85
H -2.95 2.08 -1.11
H -1.15 2.59 0.55
H -0.66 3.03 -1.09
H 0.13 0.87 1.57
H -0.88 0.03 0.33
H 1.53 -0.53 -0.72
H 2.16 -0.29 0.92
H 2.65 -2.63 1.04
H 1.95 -2.87 -0.59
H 1.27 -3.75 0.82